Record 1
Molecular formula: C25H29N3O5
Method: DFT, ωB97M-V/def2-TZVPD

```
62
Properties=species:S:1:pos:R:3:nbo_charge:R:1
O -3.46 -5.25 -1.76 -0.75
O -1.30 -4.36 -0.23 -0.69
O 0.62 -1.29 -3.00 -0.64
O 2.22 4.77 -2.01 -0.48
O 0.35 4.10 -0.36 -0.49
N 0.00 -1.00 -0.81 -0.63
N -0.40 -3.62 -2.16 -0.61
N -0.62 0.28 3.81 -0.35
C 2.63 1.34 1.53 -0.23
C 0.80 3.11 -1.17 0.34
C 0.46 0.79 3.14 0.20
C 0.87 0.85 -2.02 -0.18
C -2.36 0.12 5.57 -0.62
C 3.21 5.22 -2.91 -0.25
C -0.36 -2.20 -0.19 0.05
C -0.73 -3.48 -0.87 0.65
C -0.61 3.80 0.61 -0.26
C -0.48 -2.20 1.16 -0.17
C -1.01 -0.85 3.18 0.03
C 1.88 0.21 1.26 -0.20
C 0.75 -0.05 2.04 -0.12
C 1.22 1.92 3.41 -0.26
C 2.29 2.19 2.59 -0.22
C 2.32 2.53 -2.95 -0.31
C -0.24 -1.10 2.07 -0.18
C -0.75 -4.80 -2.91 -0.23
C 0.47 -0.59 -2.01 0.69
C -2.06 -4.63 -3.69 -0.43
C -3.25 -4.31 -2.77 -0.06
C 1.82 3.48 -2.08 0.27
C 0.33 1.81 -1.16 -0.29
C -1.17 0.88 5.00 -0.20
C 1.85 1.22 -2.93 -0.12
H -0.25 3.03 1.31 0.18
H 0.07 -5.02 -3.60 0.20
H -0.48 1.55 -0.50 0.22
H -0.88 -3.10 1.60 0.25
H -1.95 -3.83 -4.42 0.20
H 2.90 3.07 2.76 0.22
H 3.35 6.27 -2.68 0.20
H 0.02 -2.83 -2.66 0.44
H 2.88 5.11 -3.95 0.18
H -2.74 -5.14 -1.10 0.50
H -1.47 1.91 4.76 0.20
H -2.08 -0.89 5.85 0.22
H -3.11 -3.30 -2.35 0.15
H -0.78 4.72 1.16 0.20
H 0.01 -0.26 -0.11 0.43
H 2.18 -0.45 0.47 0.22
H 3.09 2.79 -3.66 0.22
H -2.72 0.64 6.45 0.23
H 3.49 1.56 0.93 0.22
H -1.55 3.47 0.17 0.17
H -0.84 -5.63 -2.20 0.22
H -0.38 0.94 5.76 0.20
H -2.26 -5.57 -4.21 0.21
H 2.25 0.48 -3.60 0.23
H 4.15 4.68 -2.77 0.18
H 0.99 2.57 4.24 0.22
H -4.16 -4.30 -3.38 0.18
H -3.17 0.08 4.84 0.21
H -1.85 -1.43 3.52 0.22
```

SMILES: CCn1cc(/C=C(\NC(=O)c2ccc(OC)c(OC)c2)C(=O)NCCCO)c2ccccc21
Frontier orbital gap (eV): 8.0944
E_LUMO (eV): 0.362
ΔE to the lowest compared entry with this formula, charge and spin (kJ/mol): 166.1
Electronic energy (a.u.): -1510.54082

Record 2
Molecular formula: C25H30BN7O3STm
Method: DFT, ωB97M-V/def2-TZVPD

```
68
Properties=species:S:1:pos:R:3:nbo_charge:R:1
Tm -15.16 -4.61 12.79 1.85
S -15.23 -7.23 13.40 -0.30
O -15.44 -3.95 9.28 -0.66
O -13.34 -3.83 13.26 -0.97
O -15.82 -6.17 9.62 -0.72
N -13.64 -7.87 11.33 -0.74
N -17.75 -1.10 14.25 -0.20
N -20.41 -4.14 12.37 -0.31
N -16.14 -2.68 14.07 -0.59
N -16.61 -0.69 14.81 -0.31
N -17.61 -4.19 12.46 -0.49
N -12.79 -8.07 13.46 -0.73
C -16.34 -4.86 5.84 -0.21
C -15.65 -1.65 14.72 0.25
C -15.96 -3.97 6.87 -0.23
C -19.71 -3.20 12.97 0.05
C -11.45 -0.56 14.94 -0.24
C -11.60 -5.40 15.32 -0.60
C -16.05 -5.90 8.30 0.26
C -19.72 -5.15 11.87 0.00
C -12.14 -2.86 15.04 0.02
C -12.23 -4.11 15.89 -0.26
C -18.31 -3.22 13.07 0.13
C -12.68 -1.49 11.45 -0.24
C -15.81 -4.57 8.12 0.20
C -11.66 -1.71 15.67 -0.24
C -16.41 -6.79 7.30 -0.26
C -14.16 -1.18 11.30 -0.56
C -17.47 -2.31 13.84 0.28
C -12.52 -2.81 13.68 0.27
C -12.18 -2.61 10.54 -0.61
C -11.70 -0.54 13.59 -0.21
C -16.59 -6.21 6.05 -0.21
C -12.30 -1.64 12.93 -0.05
C -18.36 -5.19 11.87 0.02
C -13.79 -7.73 12.65 0.36
C -13.68 -4.50 16.29 -0.60
B -15.37 -4.93 10.24 0.34
H -14.31 -3.63 16.06 0.20
H -11.77 -6.26 15.88 0.19
H -11.59 -3.80 16.75 0.22
H -12.71 -8.07 10.95 0.41
H -12.34 -3.54 11.11 0.21
H -14.27 -1.08 10.24 0.22
H -16.83 -6.81 5.17 0.22
H -14.44 -0.21 11.77 0.22
H -14.11 -5.36 15.75 0.20
H -20.31 -5.90 11.36 0.23
H -17.86 -5.97 11.38 0.24
H -16.47 -4.43 4.84 0.22
H -12.84 -7.95 14.42 0.43
H -11.20 0.24 13.05 0.22
H -14.30 -7.54 10.68 0.45
H -11.93 -8.40 13.08 0.40
H -12.10 -5.60 14.39 0.20
H -12.70 -2.64 9.60 0.22
H -14.83 -2.05 11.60 0.16
H -16.59 -7.85 7.36 0.23
H -10.53 -5.43 15.08 0.22
H -15.84 -2.91 6.75 0.23
H -16.52 0.22 15.18 0.43
H -10.95 0.31 15.40 0.22
H -11.08 -2.50 10.44 0.22
H -11.48 -1.75 16.76 0.22
H -14.66 -1.43 15.04 0.26
H -13.71 -4.80 17.40 0.23
H -12.21 -0.55 11.18 0.21
H -20.31 -2.45 13.42 0.22
```

Charge: +1
Frontier orbital gap (spin up / spin down) (eV): 6.9394 / 6.9521
E_LUMO (spin up / spin down) (eV): -3.643 / -3.634
ΔE to the lowest compared entry with this formula, charge and spin (kJ/mol): 0.0
Multiplicity: 3
Expectation value of S²: 2.002
Electronic energy (a.u.): -3087.86206

Record 3
Molecular formula: C25H30CaO10P3SSi
Method: DFT, ωB97M-V/def2-TZVPD

```
71
Properties=species:S:1:pos:R:3:lowdin_charge:R:1
Ca 0.32 -0.44 -0.42 1.27
S -2.35 0.31 0.65 0.43
P 1.80 -2.19 -2.64 0.30
P -0.27 2.85 0.66 1.13
P -0.94 -3.11 -1.66 0.46
Si 4.81 2.54 0.72 0.38
O -1.81 -4.44 -1.69 -0.10
O -3.47 -0.57 0.84 -0.30
O 1.01 -0.90 -2.57 -0.45
O -1.19 0.02 1.48 -0.43
O -1.91 0.40 -0.77 -0.46
O 2.40 -2.42 -1.12 -0.20
O 2.80 -2.46 -3.69 -0.29
O -1.90 -2.13 -2.44 -0.09
O -0.57 -2.63 -0.30 -0.36
O 1.01 -4.73 -1.94 -0.07
C 1.30 4.95 -0.28 -0.10
C 1.62 6.01 -1.12 -0.09
C -2.59 4.28 1.48 -0.09
C 6.44 1.63 0.90 -0.20
C -4.76 3.30 1.84 -0.08
C 0.03 4.38 -0.30 -0.37
C -0.59 5.93 -2.04 -0.09
C -4.25 2.07 1.47 -0.06
C 0.92 2.15 3.05 -0.09
C 1.44 2.35 4.32 -0.08
C 1.54 3.63 4.84 -0.10
C -2.92 1.94 1.10 -0.25
C 0.59 4.52 2.82 -0.11
C 4.51 3.54 2.29 -0.19
C 0.20 -3.94 -4.05 -0.07
C 0.68 6.50 -2.00 -0.10
C -2.06 3.04 1.11 -0.31
C 0.48 3.24 2.29 -0.35
C 3.45 1.36 0.48 -0.30
C 4.93 3.74 -0.73 -0.18
C -3.92 4.41 1.84 -0.08
C 1.12 4.71 4.08 -0.09
C 2.50 0.59 0.40 -0.22
C 0.54 -3.55 -2.63 -0.58
C -0.90 4.87 -1.21 -0.10
H -2.06 -1.27 -2.00 0.06
H 0.92 7.33 -2.66 0.10
H 2.05 4.55 0.40 0.08
H 1.12 -4.26 -4.54 0.08
H 3.55 4.06 2.23 0.01
H -4.88 1.18 1.45 0.11
H 0.28 5.38 2.23 0.10
H -5.80 3.40 2.12 0.10
H 1.77 1.49 4.89 0.10
H 2.62 6.43 -1.09 0.10
H 7.26 2.32 1.08 0.02
H 4.58 3.26 -1.64 0.03
H -4.30 5.38 2.13 0.10
H 0.87 1.16 2.62 0.07
H 1.56 -4.43 -1.20 0.08
H -1.23 -5.20 -1.49 0.09
H 4.46 2.88 3.16 0.03
H 6.39 0.92 1.73 0.02
H 4.32 4.62 -0.56 0.00
H -1.89 4.43 -1.26 0.11
H -1.95 5.15 1.48 0.10
H -1.33 6.31 -2.74 0.10
H -0.19 -3.08 -4.59 0.09
H 2.92 -1.66 -0.79 0.04
H 6.66 1.07 -0.01 0.03
H 5.29 4.28 2.46 0.03
H 1.96 3.78 5.83 0.10
H -0.53 -4.74 -4.07 0.08
H 5.96 4.06 -0.89 0.02
H 1.21 5.72 4.48 0.10
```

Charge: -1
Frontier orbital gap (eV): 8.4357
E_LUMO (eV): 2.476
ΔE to the lowest compared entry with this formula, charge and spin (kJ/mol): 14.0
Electronic energy (a.u.): -4112.88860

Record 4
Molecular formula: C25H30ClFO10S
Method: DFT, ωB97M-V/def2-TZVPD

```
68
Properties=species:S:1:pos:R:3:nbo_charge:R:1
Cl -3.21 0.81 0.12 -0.06
S -0.41 -2.78 1.88 2.38
F 2.40 -3.70 -1.65 -0.39
O -1.04 -1.44 -3.89 -0.75
O 2.75 0.07 -9.92 -0.47
O -2.15 0.30 -2.85 -0.53
O 1.79 -0.67 -4.76 -0.54
O -0.78 3.27 4.62 -0.50
O 0.65 -3.72 2.36 -0.84
O 0.14 -1.22 1.65 -0.64
O -1.57 -3.04 2.78 -0.88
O 2.11 4.01 9.00 -0.48
O -1.09 -3.02 0.36 -0.70
C 0.33 2.30 6.45 -0.24
C 1.04 -3.66 -1.11 0.21
C -0.15 0.61 0.11 -0.45
C 0.27 4.80 6.07 -0.22
C -1.74 -0.86 -2.77 0.80
C -0.12 3.44 5.63 0.48
C -0.79 -1.78 -0.43 0.34
C -0.18 1.94 1.01 -0.42
C 2.46 -1.46 -8.16 -0.22
C -0.69 3.20 0.11 -0.62
C 0.16 -4.55 -2.10 -0.67
C -2.37 -0.43 1.24 -0.20
C 1.06 2.48 7.55 -0.21
C 2.32 1.05 -7.82 -0.20
C 0.65 -2.12 -1.03 -0.51
C 2.08 0.86 -6.53 -0.24
C -1.95 -1.84 -1.52 -0.58
C -2.69 0.04 2.71 -0.44
C 2.01 -0.50 -5.95 0.50
C 1.00 4.98 7.17 -0.23
C -0.88 -0.67 0.77 0.21
C -1.57 0.05 3.83 -0.64
C 2.22 -1.64 -6.86 -0.23
C 1.45 3.84 8.00 0.47
C 2.53 -0.10 -8.74 0.47
H -3.56 -0.61 3.11 0.24
H -0.07 5.62 5.46 0.23
H -3.13 1.10 2.68 0.24
H 1.40 1.66 8.17 0.23
H -1.80 3.34 0.38 0.22
H 0.03 1.31 6.11 0.24
H -0.84 -4.81 -1.60 0.22
H 0.75 -1.72 -2.11 0.24
H 1.92 1.68 -5.84 0.24
H -2.95 -1.40 1.05 0.25
H -0.17 4.15 0.43 0.21
H 2.62 -2.28 -8.84 0.24
H -0.59 0.85 -0.92 0.25
H -3.01 -1.69 -1.09 0.27
H 0.69 -5.53 -2.32 0.24
H -0.85 0.94 3.80 0.22
H 1.29 5.97 7.51 0.23
H -0.09 -3.98 -3.05 0.22
H -2.11 0.14 4.85 0.22
H -0.65 2.99 -1.01 0.21
H -0.89 1.90 1.89 0.23
H 2.37 2.03 -8.27 0.24
H 2.17 -2.63 -6.42 0.24
H 0.97 0.41 -0.10 0.23
H 1.52 -1.61 -0.47 0.26
H 0.88 2.21 1.32 0.21
H 1.11 -4.19 -0.10 0.20
H -0.92 -0.88 3.91 0.22
H -1.99 -2.89 -1.98 0.27
H -0.16 -0.98 -3.90 0.51
```

Frontier orbital gap (eV): 8.5164
E_LUMO (eV): -1.953
Electronic energy (a.u.): -2681.05548

> The highest electronic energy belongs to which entry?

C25H29N3O5